No. 1
2 unconnected molecules or ions with the total composition C15H18O2, computed with ωB97M-V/def2-TZVPD.

Structure (XYZ):
```
35
Properties=species:S:1:pos:R:3:nbo_charge:R:1
C 2.053 -1.870 3.370 -0.6206
C 0.904 -0.933 3.054 -0.4109
C -0.415 -1.470 2.927 -0.0598
C -0.993 -2.531 3.754 -0.1908
C -2.111 -3.196 3.374 -0.2619
C -2.781 -2.556 2.216 0.3124
O -3.877 -3.260 1.746 -0.7129
C -2.370 -1.379 1.494 -0.2882
C -1.229 -0.787 2.003 -0.1717
H 2.904 -1.515 2.833 0.2133
H 1.791 -2.933 3.251 0.2189
H 2.379 -1.689 4.373 0.2056
H 0.956 0.161 3.607 0.2142
H 1.260 -0.512 1.993 0.2015
H -0.433 -2.795 4.644 0.2089
H -2.515 -4.120 3.618 0.2326
H -4.633 -2.790 1.543 0.4806
H -2.866 -1.019 0.627 0.2233
H -0.616 -0.088 1.501 0.2054
C 3.084 1.367 -3.352 -0.6276
C 1.688 1.919 -3.401 -0.0117
C 0.644 1.023 -3.680 -0.2321
C -0.633 1.423 -3.610 -0.2275
C -0.973 2.793 -3.094 0.2987
O -2.165 3.026 -2.612 -0.6691
C 0.100 3.623 -2.927 -0.2874
C 1.436 3.248 -3.116 -0.2059
H 3.075 0.741 -2.407 0.2105
H 3.876 2.008 -3.355 0.2136
H 3.380 0.688 -4.113 0.2133
H 0.928 0.032 -3.838 0.2115
H -1.501 0.812 -3.980 0.2182
H -2.525 3.995 -2.832 0.4875
H 0.003 4.642 -2.746 0.1996
H 2.175 3.944 -2.866 0.2086
```

Maximum force in eV/Å: 5.89
SMILES: CCc1ccc(O)cc1.Cc1ccc(O)cc1
HOMO-LUMO gap in Eh: 0.3097
Highest occupied orbital energy in eV: -7.81
LUMO energy in eV: 0.62
Calculated total energy in eV: -19938.442
Energy above the lowest of the compared OMol25 structures with the same formula, charge and spin in eV: 3.866



No. 2
A molecular structure, C15H19AlN3O4Se, computed with ωB97M-V/def2-TZVPD.

Structure (XYZ):
```
43
Properties=species:S:1:pos:R:3:nbo_charge:R:1
Al 0.536 -0.084 0.164 1.7384
O -1.057 -0.778 -0.434 -0.6441
N -2.102 -0.442 0.261 0.2275
N -1.823 0.382 1.169 0.1842
O -0.573 0.828 1.288 -0.6801
C -2.837 0.909 2.025 0.1378
C -2.689 2.198 2.517 -0.2223
C -3.702 2.735 3.291 -0.1924
C -4.839 1.987 3.567 -0.1702
C -4.955 0.687 3.094 -0.1890
C -3.951 0.134 2.319 -0.2153
H -1.801 2.765 2.277 0.2363
H -3.606 3.738 3.683 0.2331
H -5.634 2.424 4.156 0.2333
H -5.828 0.099 3.341 0.2362
H -4.020 -0.880 1.953 0.2433
C 0.393 0.201 -2.853 -0.2503
O 0.994 0.590 -1.596 -0.6256
C 1.928 1.676 -1.708 -0.0785
C 2.744 1.673 -0.429 -0.0901
O 1.828 1.342 0.616 -0.6124
C 2.365 1.502 1.944 -0.2532
H 1.169 -0.147 -3.533 0.2107
H -0.139 1.049 -3.285 0.2036
H -0.299 -0.607 -2.647 0.2397
H 1.375 2.610 -1.826 0.2069
H 2.570 1.514 -2.572 0.2221
H 3.182 2.653 -0.243 0.2211
H 3.535 0.919 -0.470 0.2174
H 2.432 2.562 2.184 0.2099
H 3.346 1.032 2.007 0.2112
H 1.682 1.012 2.633 0.2235
Se 1.981 -1.872 0.602 -0.2497
C 1.836 -2.756 -1.116 -0.1303
C 2.983 -2.934 -1.875 -0.2963
C 2.871 -3.612 -3.083 0.0490
N 1.722 -4.085 -3.552 -0.4049
C 0.633 -3.915 -2.812 0.0464
C 0.633 -3.267 -1.583 -0.3039
H 3.938 -2.555 -1.536 0.2299
H 3.744 -3.783 -3.702 0.2052
H -0.286 -4.322 -3.220 0.2044
H -0.280 -3.180 -1.013 0.2374
```

Maximum force in eV/Å: 0.72
HOMO-LUMO gap in Eh: 0.3017
Highest occupied orbital energy in eV: -11.49
Total charge: +1
LUMO energy in eV: -3.28
Calculated total energy in eV: -100461.481
Energy above the lowest of the compared OMol25 structures with the same formula, charge and spin in eV: 0.000



No. 3
A molecular structure, C15H19AsAuN3OS, computed with ωB97M-V/def2-TZVPD.

Structure (XYZ):
```
41
Properties=species:S:1:pos:R:3:mulliken_spin:R:1
Au -0.491 -0.295 -0.492 0.5275
O -3.656 -2.319 -2.311 0.2063
C -2.673 -1.669 -2.094 -0.0560
N -2.211 -1.451 -0.767 0.8162
C -2.885 -1.984 0.360 0.0034
C -2.183 -1.594 1.644 0.0101
C -2.672 -2.012 2.867 0.0108
C -2.006 -1.637 4.022 -0.0024
C -0.867 -0.853 3.922 0.0059
C -0.435 -0.472 2.669 0.0036
N -1.079 -0.835 1.554 0.1096
C -1.816 -1.016 -3.131 -0.0076
C -2.143 -1.147 -4.461 -0.0038
C -1.328 -0.529 -5.406 -0.0024
C -0.231 0.188 -4.975 0.0053
C 0.035 0.276 -3.614 -0.0019
N -0.742 -0.314 -2.711 0.1112
H -2.959 -3.077 0.259 0.0491
H -3.931 -1.644 0.356 0.0491
H -3.564 -2.624 2.911 0.0009
H -2.373 -1.954 4.990 -0.0001
H -0.320 -0.540 4.800 -0.0002
H 0.446 0.139 2.529 0.0020
H -3.015 -1.722 -4.739 0.0014
H -1.555 -0.612 -6.460 -0.0003
H 0.426 0.683 -5.677 0.0001
H 0.885 0.828 -3.235 0.0072
C 3.615 0.434 1.952 0.0029
As 2.751 1.804 0.936 0.0018
C 4.080 2.757 -0.048 0.0066
C 1.893 3.021 2.133 0.0027
S 1.454 1.054 -0.595 0.1400
H 4.401 0.900 2.546 0.0000
H 4.050 -0.291 1.268 0.0006
H 2.898 -0.049 2.612 -0.0017
H 4.794 3.185 0.656 0.0007
H 3.597 3.548 -0.617 0.0011
H 4.584 2.067 -0.719 0.0011
H 2.663 3.511 2.728 0.0000
H 1.213 2.483 2.789 -0.0015
H 1.350 3.762 1.551 0.0006
```

Maximum force in eV/Å: 0.54
HOMO-LUMO gap (alpha / beta) in Eh: 0.2961 / 0.2221
Multiplicity: 3
Highest occupied orbital energy (alpha / beta) in eV: -14.44 / -15.39
Total charge: +2
LUMO energy (alpha / beta) in eV: -6.38 / -9.34
Calculated total energy in eV: -97731.406



No. 4
A molecular structure, C15H19BiCl2N10O6, computed with ωB97M-V/def2-TZVPD.

Structure (XYZ):
```
53
Properties=species:S:1:pos:R:3:nbo_charge:R:1
Bi -2.140 0.655 -0.633 2.0443
N -0.547 6.355 2.505 -0.7156
C -0.193 5.115 2.215 0.6843
N 0.832 4.538 2.837 -0.7445
N -0.910 4.494 1.276 -0.5916
C -0.965 3.346 0.806 0.7262
N -1.097 2.292 0.294 -0.8028
H -0.051 6.913 3.181 0.4285
H -1.326 6.767 2.018 0.4436
H 1.366 5.022 3.541 0.4313
H 1.114 3.604 2.596 0.4249
Cl -5.344 0.632 -1.502 -0.1239
C -6.883 -0.058 -2.151 -0.3664
Cl -6.591 -1.520 -3.062 0.0347
H -7.302 0.710 -2.790 0.2422
H -7.504 -0.267 -1.288 0.2408
C 3.849 -0.489 -2.561 -0.6179
C 3.611 0.080 -3.955 -0.2309
C 3.890 1.578 -4.010 -0.6137
C 2.215 -0.277 -4.482 -0.2142
N 1.137 0.261 -3.632 -0.1450
C 0.509 -0.290 -2.602 0.2301
N -0.375 0.596 -2.170 -0.4637
N -0.256 1.691 -2.948 -0.0439
N 0.654 1.500 -3.807 0.0146
H 4.885 -0.337 -2.264 0.2453
H 3.652 -1.561 -2.516 0.2152
H 3.229 0.014 -1.814 0.1863
H 4.291 -0.423 -4.648 0.2368
H 3.251 2.130 -3.321 0.1983
H 3.731 1.981 -5.009 0.2281
H 4.922 1.777 -3.728 0.2356
H 2.063 -1.356 -4.510 0.2308
H 2.031 0.129 -5.476 0.2522
H 0.684 -1.277 -2.211 0.2650
O -0.883 -0.977 0.070 -0.7761
C -1.421 -1.047 1.252 0.7975
O -2.313 -0.200 1.507 -0.6897
C -0.988 -2.066 2.207 -0.1492
C -1.565 -2.104 3.475 -0.1138
C -1.137 -3.075 4.356 0.0203
C -0.169 -4.011 4.030 -0.1090
C 0.378 -3.936 2.761 0.0277
C -0.006 -2.985 1.839 -0.1301
N 1.428 -4.909 2.371 0.5305
O 1.742 -5.732 3.194 -0.3157
O 1.898 -4.779 1.259 -0.3650
N -1.736 -3.111 5.714 0.5301
O -2.581 -2.277 5.951 -0.3512
O -1.349 -3.982 6.455 -0.3219
H -2.329 -1.401 3.776 0.2784
H 0.146 -4.764 4.739 0.3036
H 0.455 -2.971 0.864 0.2685
```

Maximum force in eV/Å: 0.40
HOMO-LUMO gap in Eh: 0.3315
Highest occupied orbital energy in eV: -15.58
Total charge: +2
LUMO energy in eV: -6.56
Calculated total energy in eV: -73914.245



No. 5
A single C15H19BrN4O4S molecule, computed with ωB97M-V/def2-TZVPD.

Structure (XYZ):
```
44
Properties=species:S:1:pos:R:3:nbo_charge:R:1
C -2.601 1.150 1.254 -0.6059
C -1.082 1.219 1.438 -0.1055
C -0.341 -0.172 1.553 0.6716
O -1.011 -1.131 1.922 -0.6246
N 0.946 -0.418 1.122 -0.6243
C 1.545 -1.759 1.375 -0.1491
C 2.916 -1.511 1.591 0.2746
N 4.052 -1.280 1.657 -0.2989
C 1.295 -2.823 0.232 -0.4696
C 1.382 -4.316 0.599 0.6704
N 1.692 -5.271 -0.343 -0.8206
O 1.669 -4.576 1.744 -0.5988
N -0.620 2.239 0.409 -0.6769
C -1.024 2.299 -1.033 -0.2343
C -0.941 0.961 -1.801 -0.0505
C 0.348 0.499 -2.117 -0.1955
C 0.453 -0.665 -2.752 -0.2008
C -0.626 -1.304 -3.221 -0.1347
Br -0.451 -2.987 -3.981 0.0704
C -2.002 -0.777 -3.164 -0.2014
C -2.100 0.374 -2.253 -0.2068
S 0.802 3.267 0.910 2.2334
C 0.123 4.584 1.897 -0.8749
O 1.653 2.397 1.699 -0.9523
O 1.519 3.728 -0.288 -0.9192
H -2.920 0.654 2.192 0.2399
H -2.897 0.534 0.515 0.2145
H -3.086 2.174 1.164 0.2162
H -0.898 1.778 2.325 0.2189
H 1.504 0.454 0.973 0.4469
H 1.255 -2.139 2.328 0.2826
H 1.881 -2.629 -0.557 0.2209
H 0.232 -2.662 -0.039 0.2457
H 1.224 -5.239 -1.229 0.3847
H 1.893 -6.204 0.010 0.4068
H -1.999 2.735 -1.094 0.1917
H -0.341 2.950 -1.558 0.2495
H 1.241 0.996 -1.690 0.2347
H 1.454 -1.095 -2.733 0.2239
H -2.947 -1.220 -3.609 0.2445
H -3.083 0.677 -1.976 0.2186
H 0.864 5.363 2.251 0.2790
H -0.634 5.112 1.429 0.2485
H -0.338 4.038 2.850 0.2566
```

Maximum force in eV/Å: 5.35
SMILES: C[C@@H](C(=O)N[C@H](C#N)CC(N)=O)N(Cc1ccc(Br)cc1)S(C)(=O)=O
HOMO-LUMO gap in Eh: 0.3409
Highest occupied orbital energy in eV: -9.14
LUMO energy in eV: 0.14
Calculated total energy in eV: -110888.616



No. 6
A molecular structure, C15H19F4N7RuS, computed with ωB97M-V/def2-TZVPD.

Structure (XYZ):
```
47
Properties=species:S:1:pos:R:3:mulliken_spin:R:1
Ru 0.252 -0.529 0.402 0.7776
C 1.850 1.951 0.124 0.0030
N 1.995 0.557 0.612 -0.0474
C 3.155 -0.047 -0.084 -0.0059
C 2.271 0.543 2.092 0.0202
C 0.980 0.714 2.871 -0.0024
N 0.021 -0.215 2.252 0.1529
C -1.230 -0.460 2.832 0.0022
C -2.048 -1.401 2.198 0.0059
F -1.594 -1.998 1.054 -0.0016
C -3.300 -1.732 2.661 -0.0054
F -4.014 -2.636 1.997 -0.0003
C -3.808 -1.123 3.792 0.0098
C -3.025 -0.181 4.425 -0.0059
F -3.476 0.440 5.509 -0.0002
C -1.763 0.161 3.960 0.0100
F -1.082 1.106 4.619 0.0003
H 2.809 2.467 0.206 -0.0001
H 1.101 2.474 0.714 0.0001
H 1.526 1.930 -0.913 0.0035
H 4.058 0.511 0.178 0.0004
H 2.993 0.001 -1.158 0.0045
H 3.267 -1.086 0.213 0.0025
H 3.010 1.311 2.329 -0.0029
H 2.701 -0.435 2.315 0.0023
H 0.608 1.740 2.799 0.0013
H 1.138 0.504 3.928 -0.0027
H -4.793 -1.366 4.165 0.0006
N -0.896 0.804 -0.512 0.0057
C -1.897 1.299 -0.071 0.0167
N -2.940 1.718 0.411 0.0218
C -3.487 2.865 0.752 -0.0056
N -4.025 3.834 1.065 0.0130
C -0.196 0.432 -4.367 -0.0009
N 0.144 -0.253 -3.119 0.0037
C 0.721 -1.429 -2.925 0.0148
S 0.731 -2.160 -1.345 0.0030
N 1.295 -2.151 -3.886 0.0007
C 1.547 -1.838 -5.292 0.0014
H -0.814 1.283 -4.093 0.0001
H -0.781 -0.206 -5.024 0.0004
H 0.681 0.806 -4.888 0.0002
H -0.252 0.166 -2.283 0.0029
H 1.669 -3.026 -3.555 -0.0001
H 0.632 -1.795 -5.875 0.0000
H 2.162 -2.641 -5.688 0.0001
H 2.104 -0.910 -5.395 0.0000
```

Maximum force in eV/Å: 0.92
HOMO-LUMO gap (alpha / beta) in Eh: 0.2658 / 0.2683
Multiplicity: 2
Highest occupied orbital energy (alpha / beta) in eV: -11.52 / -11.75
Total charge: +1
LUMO energy (alpha / beta) in eV: -4.28 / -4.45
Calculated total energy in eV: -50573.184
Energy above the lowest of the compared OMol25 structures with the same formula, charge and spin in eV: 0.245